Below is a structure of composition C48H26F9N6O7SY in a non-equilibrium geometry, with properties calculated with ωB97M-V/def2-TZVPD.

Properties
Orbital gap, eV: 5.13
Maximum force, eV Å⁻¹: 1.05
Total charge: -2

Each line ends with the Mulliken charge.
Atoms and positions in Å:
Y  -0.00760  -0.54304  0.84888  0.28
O  -1.08384  1.64517  1.33477  0.15
C  -1.91783  2.52332  1.26261  -0.49
C  -2.30329  3.24002  0.05015  1.54
C  -3.12722  4.34762  0.23595  -0.61
C  -3.53351  5.06847  -0.86344  -0.86
C  -3.14529  4.73231  -2.15035  -0.52
C  -2.34714  3.62360  -2.35591  -0.77
C  -1.93136  2.87530  -1.25906  0.22
O  -1.14833  1.76546  -1.37546  -0.16
N  -4.42733  6.22362  -0.66117  1.05
O  -4.69316  6.54462  0.47990  -0.64
O  -4.81267  6.82423  -1.64263  -0.66
H  -2.40563  2.88679  2.17819  0.26
H  -3.44489  4.63267  1.22844  0.62
H  -3.46719  5.33883  -2.98300  0.49
H  -2.02810  3.34304  -3.34634  0.26
O  0.33991  -1.11406  -1.24705  -0.75
S  0.05464  -1.54885  -2.68985  1.11
C  0.62293  -3.28012  -2.68592  -0.64
C  1.90618  -3.35056  -3.51754  -0.80
C  2.59158  -1.99964  -3.34230  -0.32
C  1.49768  -0.96978  -3.59091  -0.23
H  -0.18798  -3.91108  -3.04688  0.47
H  0.80658  -3.48354  -1.63158  0.24
H  1.66072  -3.50394  -4.57256  0.32
H  2.52791  -4.18664  -3.19469  0.42
H  3.42358  -1.85835  -4.03331  0.45
H  2.97021  -1.89970  -2.32498  -0.06
H  1.20669  -0.90005  -4.64499  -0.14
H  1.67971  0.03880  -3.22353  0.52
O  -4.10058  0.61009  1.23002  -0.69
C  -3.65916  -0.50969  1.16395  0.01
N  -2.36028  -0.87236  0.85037  0.41
C  -2.25014  -2.21471  0.93797  0.74
O  -1.16149  -2.78619  0.78838  -0.77
C  -3.56592  -2.83946  1.27010  0.17
C  -3.96086  -4.14720  1.45548  -0.44
C  -5.29929  -4.35773  1.78071  -0.52
C  -6.18471  -3.29244  1.91893  -0.44
C  -5.76725  -1.97541  1.73973  -0.39
C  -4.44242  -1.78056  1.41008  -0.02
H  -3.26275  -4.96769  1.35551  0.51
H  -5.66069  -5.36757  1.93105  0.40
H  -7.21771  -3.49622  2.17312  0.39
H  -6.44415  -1.13878  1.85212  0.49
C  -0.98538  1.13473  -2.55797  -0.24
C  -1.15075  1.01039  -3.77415  0.03
C  -1.08833  0.59774  -5.09088  -0.02
C  -2.11280  -0.31174  -5.58712  0.54
C  -2.91549  -1.05421  -4.69701  -0.27
C  -3.91732  -1.89674  -5.14216  -0.88
C  -4.18046  -2.04651  -6.49983  -0.50
C  -3.41548  -1.31108  -7.39692  -0.70
C  -2.41203  -0.46370  -6.95718  -0.35
C  0.09036  1.02493  -5.84675  0.36
C  0.76413  2.21321  -5.49892  -0.46
C  1.94942  2.58929  -6.10438  -0.76
C  2.52942  1.80415  -7.09661  -0.50
C  1.88126  0.63131  -7.46176  -0.95
C  0.69186  0.24956  -6.85729  0.04
H  -2.73892  -0.94968  -3.63233  0.41
H  -4.50275  -2.44462  -4.41142  0.39
H  -4.96808  -2.70437  -6.84648  0.37
H  -3.60880  -1.38152  -8.46225  0.36
H  -1.86848  0.12280  -7.68472  0.50
H  0.34200  2.85401  -4.73315  0.47
H  2.41644  3.51780  -5.79490  0.44
H  3.45687  2.09922  -7.57212  0.38
H  2.30890  -0.01277  -8.22326  0.36
H  0.24987  -0.69558  -7.14279  0.51
F  1.12510  4.69193  4.28048  -0.39
C  1.19184  4.31331  2.99995  0.18
C  1.04315  5.29495  2.03973  0.12
F  0.87311  6.54340  2.49091  -0.38
C  1.00396  5.04389  0.65697  0.50
C  1.20268  3.68564  0.36350  0.74
C  1.37417  2.73072  1.33479  -0.28
F  1.47839  1.44141  0.86230  0.12
C  1.34268  2.96082  2.70386  0.59
C  1.36389  1.90858  3.73092  -0.05
C  0.78450  0.69818  3.44722  0.84
N  0.27373  -0.28991  3.07688  -0.89
C  1.97710  2.07210  4.99396  -0.37
N  2.47696  2.18825  6.03094  -0.71
F  1.21915  3.26080  -0.90672  -0.50
C  0.75942  6.04714  -0.34744  0.36
C  0.53714  5.71171  -1.70228  0.10
N  0.35227  5.48071  -2.82314  -0.77
C  0.67946  7.42575  -0.04795  -0.02
N  0.62424  8.56815  0.13701  -0.78
F  2.18173  -2.57421  2.36553  -0.35
C  2.00994  -1.96457  1.13221  0.25
F  2.03855  -3.03781  0.21693  -0.33
C  3.35209  -1.27704  0.88849  0.69
F  3.62052  -0.38413  1.85263  -0.26
F  3.32039  -0.60031  -0.28287  -0.19
F  4.40544  -2.11725  0.80795  -0.33

Atomic forces in eV per Å
-0.4 0.3 -0.9
-0.1 -0.4 0.0
0.2 0.1 -0.2
-0.2 0.2 0.0
0.1 -0.2 -0.2
-0.3 0.2 0.1
0.1 -0.2 -0.1
0.0 0.0 0.2
0.2 -0.2 -0.1
-0.2 -0.1 0.0
0.6 0.1 0.0
-0.2 -0.1 0.2
-0.2 0.0 -0.2
0.0 0.0 0.1
0.0 0.0 0.0
0.0 0.0 0.0
0.1 0.0 -0.1
-0.1 0.0 0.0
-0.1 0.1 0.3
0.1 0.0 0.0
-0.1 -0.1 0.0
0.0 0.1 0.0
0.0 0.0 -0.1
0.0 0.0 0.0
0.0 0.0 0.0
0.0 0.0 0.0
0.0 0.0 0.0
0.0 0.0 0.0
0.0 0.0 0.0
0.1 -0.1 0.1
0.0 0.0 0.0
-0.2 0.3 0.0
0.2 -0.2 -0.2
-0.2 -0.2 0.2
0.1 -0.2 0.0
0.1 0.2 0.1
0.0 0.0 0.0
-0.1 0.0 0.0
0.0 -0.1 0.0
-0.1 0.0 0.0
0.1 -0.1 0.0
-0.1 0.1 0.1
0.0 0.0 0.0
0.0 0.0 0.0
0.0 0.0 0.0
0.0 0.0 0.0
-0.1 0.4 0.2
0.0 0.1 0.1
0.0 0.0 -0.1
-0.1 0.0 -0.2
0.0 0.0 0.0
0.0 0.0 0.0
0.0 0.0 0.0
0.0 0.0 0.0
0.1 0.0 0.1
0.0 0.1 -0.1
0.0 0.0 0.0
0.0 0.0 0.0
-0.1 0.0 0.0
0.0 0.0 0.0
0.0 0.0 0.0
0.0 0.0 -0.1
0.0 0.0 0.0
0.0 0.0 0.0
0.0 0.0 0.0
0.1 0.0 0.0
0.0 0.0 0.0
0.0 0.0 0.0
0.0 0.0 0.0
0.0 0.0 0.0
-0.1 0.0 0.0
0.0 0.1 0.3
0.0 -0.1 -0.2
0.0 -0.2 -0.1
0.0 0.3 0.1
0.0 -0.1 0.1
0.0 0.2 0.1
-0.1 0.0 0.2
0.3 -0.4 0.0
0.0 0.1 -0.1
0.1 -0.1 0.2
0.0 0.1 -0.1
0.0 0.1 0.7
0.1 0.0 0.1
-0.1 0.0 -0.1
0.1 0.0 -0.2
-0.1 -0.1 0.0
0.1 0.1 -0.1
-0.1 0.0 0.1
0.1 0.2 0.0
0.0 -0.1 0.0
-0.1 -0.2 0.1
0.5 -0.1 0.0
-0.1 0.0 0.0
0.0 0.0 -0.1
0.0 0.0 0.0
0.0 0.0 0.0
0.1 0.0 0.1

***

Below is a structure of composition C48H26F9N6O7SY in a non-equilibrium geometry, with properties calculated with ωB97M-V/def2-TZVPD.

Properties
Orbital gap (spin up / spin down), eV: 3.46 / 7.33
Maximum force, eV Å⁻¹: 2.15
Total charge: -2

Each line ends with the Mulliken charge.
Atoms and positions in Å:
Y  -0.29903  -1.11590  1.46693  -0.44
O  -0.99350  0.89494  2.68356  -0.17
C  -2.04236  1.27007  3.17785  -0.76
C  -3.37127  0.77170  2.90582  1.28
C  -4.43369  1.33062  3.59786  -0.35
C  -5.73682  0.93219  3.35848  -0.76
C  -6.00232  -0.04633  2.37196  -0.38
C  -4.98258  -0.60845  1.67606  -0.95
C  -3.60320  -0.26258  1.91729  -0.10
O  -2.68788  -0.81797  1.26853  0.38
N  -6.81075  1.50754  4.09676  1.00
O  -6.56147  2.34957  4.95462  -0.67
O  -7.95827  1.14093  3.85001  -0.68
H  -2.01205  2.10234  3.90496  0.11
H  -4.25227  2.09910  4.33916  0.56
H  -7.03008  -0.32783  2.19283  0.52
H  -5.16525  -1.36394  0.92146  0.46
O  -0.84833  0.63537  -0.07259  -0.35
S  -1.12668  0.81940  -1.53261  1.11
C  -1.70984  2.56455  -1.64372  -0.42
C  -2.98316  2.54009  -2.46600  -0.66
C  -3.79578  1.36892  -1.91798  -0.63
C  -2.83852  0.18844  -1.82725  -0.25
H  -0.91675  3.17863  -2.06741  0.08
H  -1.88974  2.86300  -0.60984  0.26
H  -2.73874  2.36385  -3.51895  0.25
H  -3.52136  3.48666  -2.40232  0.43
H  -4.65118  1.13066  -2.55354  0.45
H  -4.17531  1.61775  -0.92406  0.15
H  -2.79273  -0.38744  -2.75213  0.52
H  -3.04005  -0.47792  -0.98926  -0.35
O  -0.61359  -1.79456  -1.94209  -0.49
C  -1.16542  -2.68028  -1.30249  -0.63
N  -1.11856  -2.85538  0.03720  0.96
C  -1.84206  -3.98827  0.37263  0.09
O  -1.96386  -4.46454  1.47505  -0.67
C  -2.42838  -4.57006  -0.89124  -0.35
C  -3.21279  -5.67857  -1.12021  -0.46
C  -3.52838  -5.98586  -2.44277  -0.45
C  -3.07265  -5.18981  -3.48714  -0.63
C  -2.29164  -4.06155  -3.24335  -0.32
C  -1.98067  -3.77472  -1.93179  0.43
H  -3.57135  -6.28509  -0.29792  0.50
H  -4.12770  -6.86047  -2.66461  0.38
H  -3.32932  -5.45728  -4.50540  0.39
H  -1.94347  -3.43795  -4.05767  0.52
C  1.56527  -1.45109  0.21166  -0.33
C  2.37302  -1.22505  -0.70287  0.65
C  3.42096  -1.01846  -1.55238  0.02
C  4.71597  -1.56813  -1.14978  0.11
C  5.04623  -1.62196  0.20987  -0.58
C  6.27484  -2.10904  0.61224  -0.63
C  7.18138  -2.58382  -0.32723  -0.45
C  6.84396  -2.58266  -1.67457  -0.68
C  5.62663  -2.07215  -2.08583  -0.21
C  3.25117  -0.22122  -2.74871  0.29
C  1.97423  -0.07249  -3.30716  -0.22
C  1.79126  0.72019  -4.42185  -0.53
C  2.86407  1.39536  -4.99034  -0.54
C  4.13005  1.27842  -4.42867  -0.73
C  4.32667  0.47822  -3.32165  -0.62
H  4.33064  -1.25947  0.93823  0.45
H  6.52773  -2.11752  1.66412  0.41
H  8.14688  -2.95729  -0.01111  0.35
H  7.53294  -2.98227  -2.40789  0.36
H  5.35548  -2.09280  -3.13344  0.48
H  1.13701  -0.59105  -2.85666  0.74
H  0.80105  0.82850  -4.84533  0.41
H  2.71399  2.02849  -5.85499  0.36
H  4.96196  1.83328  -4.84260  0.39
H  5.30302  0.43252  -2.86004  0.52
F  3.23318  4.51471  3.87175  -0.37
C  2.71588  4.10512  2.70048  -0.01
C  2.50391  5.06154  1.72726  -0.01
F  2.85321  6.32727  2.01903  -0.37
C  1.94732  4.78329  0.46749  0.34
C  1.64975  3.42383  0.30333  0.96
C  1.85385  2.47934  1.27744  -0.25
F  1.52405  1.21454  0.95820  0.82
C  2.40336  2.75103  2.53252  0.68
C  2.61147  1.70909  3.53107  -0.26
C  2.03061  0.45925  3.33868  0.40
N  1.52410  -0.55992  3.09653  -0.59
C  3.41021  1.86327  4.68102  -0.30
N  4.09169  1.94191  5.61427  -0.63
F  1.15987  2.98967  -0.87768  -0.23
C  1.69190  5.77134  -0.55307  0.70
C  1.09533  5.46092  -1.79261  -0.12
N  0.59613  5.26322  -2.82237  -0.70
C  1.94847  7.15068  -0.40828  -0.07
N  2.11724  8.29703  -0.36479  -0.66
F  -1.01846  -1.23240  4.55921  -0.39
C  -1.06519  -2.09888  3.45893  0.32
F  -2.36534  -2.57866  3.52366  -0.41
C  -0.14684  -3.26870  3.84486  1.05
F  0.79695  -2.91461  4.73318  -0.28
F  0.54098  -3.67512  2.72543  -0.27
F  -0.73921  -4.37086  4.33675  -0.31

Atomic forces in eV per Å
-1.4 1.3 -0.9
0.3 0.0 0.0
-0.3 0.1 0.1
0.1 -0.3 -0.2
-0.2 0.1 0.1
0.4 -0.2 -0.2
-0.1 0.1 0.1
0.0 -0.1 -0.1
0.1 0.1 0.0
-0.2 -0.1 0.1
-0.4 0.2 0.3
0.0 -0.1 -0.1
0.2 0.0 0.0
0.0 0.0 0.0
0.0 0.0 0.0
0.0 0.0 0.0
0.0 0.0 0.0
0.1 -0.1 0.3
-0.6 0.6 -0.4
0.2 -0.2 -0.1
-0.1 -0.1 0.0
0.0 0.0 0.0
0.2 0.0 0.0
0.0 0.0 0.0
0.0 0.0 0.0
0.0 0.0 0.0
0.0 0.0 0.0
0.0 0.0 0.1
0.0 0.0 0.0
0.0 0.0 0.0
0.1 -0.1 0.0
-0.3 0.1 -0.2
0.4 -0.1 -0.2
-0.3 -0.3 0.1
0.1 0.2 0.0
-0.1 -0.2 0.1
0.1 0.1 -0.2
-0.1 -0.1 0.1
0.0 0.0 0.1
0.0 0.0 -0.1
0.0 0.0 -0.1
-0.2 -0.2 0.2
0.1 0.0 0.0
0.0 0.0 0.0
0.0 0.0 0.0
0.1 0.0 0.1
1.5 -0.2 -1.2
-0.6 -0.4 1.0
0.4 0.0 -0.3
0.0 0.1 0.0
0.1 0.0 0.0
0.0 0.0 0.0
0.1 -0.1 0.0
0.1 0.0 0.1
-0.1 0.0 0.1
0.2 0.1 -0.1
0.0 -0.1 0.0
0.0 0.1 -0.1
0.1 0.1 -0.1
-0.1 0.0 -0.1
-0.2 0.0 0.1
0.0 0.0 -0.1
0.0 0.0 0.0
0.0 0.0 0.0
0.0 0.0 0.0
0.0 0.1 0.0
0.0 0.0 0.0
-0.1 0.0 0.0
0.0 0.0 0.0
0.0 0.0 0.0
0.0 -0.1 0.0
-0.1 0.0 -0.2
0.2 1.1 -0.1
0.4 0.0 1.0
-0.1 -0.2 0.0
-0.3 1.0 -1.0
-0.2 -1.1 -0.3
-0.7 -0.5 -1.2
0.4 0.8 0.1
0.3 -1.2 1.3
-0.1 1.6 -1.1
-0.8 -1.9 -0.5
0.7 1.2 0.5
0.5 0.2 0.7
-0.3 0.0 -0.4
0.2 0.2 0.5
0.3 -0.9 1.0
-0.5 -0.4 -1.1
0.3 0.2 0.7
0.2 1.0 0.2
-0.1 -0.6 0.0
0.1 0.2 0.3
-0.6 -0.8 1.5
0.0 -0.1 -0.1
0.4 -0.6 0.0
0.0 0.0 0.0
-0.2 0.2 0.2
-0.1 0.1 0.0

***

total charge of number 1 (C48H26F9N6O7SY)?
-2